C7H10N2 | the ωB97M-V functional and the def2-TZVPD basis

```
19
Properties=species:S:1:pos:R:3
C 0.3483 -1.1571 1.0957
C 0.0752 -0.0736 0.1958
C -0.4732 1.3399 0.1459
C -1.1070 0.3664 -0.8548
C -2.4100 0.0380 -0.3525
C -3.5728 -0.2780 -0.4935
C 1.3714 -0.1940 -0.4076
H 0.9855 -0.6191 1.9085
H -0.6819 -1.6723 1.5227
H 1.1933 -2.2653 0.7601
H 0.3081 2.1335 -0.1636
H -1.4760 1.7171 0.7161
H -0.8119 0.4958 -1.9430
H -4.5870 -0.3574 0.4788
H 3.4289 0.8763 -0.5255
H 2.2333 1.6519 0.6974
H 0.9716 -1.8979 -1.3765
N 2.4173 0.9430 -0.0456
N 1.7867 -1.0472 -1.3583
```

Results
Charge = 0
ΔE to the lowest compared entry with this formula, charge and spin = 10.145 eV
HOMO = -8.717 eV
Strongest force on any atom = 8.82 eV/Å
Frontier orbital gap = 8.862 eV
Multiplicity = 1

***

C6H15N2 | the ωB97M-V functional and the def2-TZVPD basis

```
23
Properties=species:S:1:pos:R:3
C -2.1132 -0.2034 0.9249
C -1.0706 0.5610 0.1377
C -0.5534 -0.0449 -1.1253
N 1.0436 0.3950 1.1866
C 1.6337 0.3778 -0.1419
C 0.8124 -0.6598 -0.8738
C 3.1207 0.0069 -0.0912
N -3.3450 -0.2909 0.1740
H -2.3031 0.2662 1.8880
H -1.7235 -1.1993 1.1800
H -1.3428 1.6096 -0.0118
H -0.1338 0.5558 0.9469
H -0.4589 0.7030 -1.9406
H -1.2216 -0.8108 -1.5016
H 1.3248 1.2408 1.7015
H 1.5004 1.3479 -0.6426
H 1.3202 -0.9845 -1.7792
H 3.5517 -0.0563 -1.0950
H 3.7133 0.7488 0.4561
H 3.2429 -0.9395 0.4258
H 0.6777 -1.5275 -0.2126
H -4.1481 0.0881 0.6459
H -3.5272 -1.1840 -0.2518
```

Results
Charge = +1
ΔE to the lowest compared entry with this formula, charge and spin = 4.280 eV
HOMO = -13.722 eV
Strongest force on any atom = 3.64 eV/Å
Frontier orbital gap = 7.032 eV
Multiplicity = 1

***

C57H146N12O19 | the ωB97M-V functional and the def2-TZVPD basis

```
234
Properties=species:S:1:pos:R:3
C -0.6190 1.0848 -4.5192
O 0.4261 1.6596 -4.2957
N -1.2915 1.2920 -5.8415
N -1.1897 0.2621 -3.5239
H -1.8213 0.5310 -6.2543
H -0.6093 1.6727 -6.4648
H -0.4964 0.0081 -2.8181
H -1.9317 -0.4143 -3.7021
C -3.8049 0.9223 2.2117
O -3.8982 0.4157 0.8840
C -5.2728 0.3292 0.4450
C -5.2825 -0.3432 -0.9273
N -6.4791 -1.2065 -1.2596
C -7.6087 -0.4508 -1.9132
C -8.5784 0.3043 -1.0663
O -9.2887 1.1329 -2.0012
C -10.0877 2.1427 -1.4399
H -2.7405 0.9049 2.3971
H -4.3165 0.2497 2.9285
H -4.2661 1.9301 2.2384
H -5.7349 1.3557 0.3796
H -5.8791 -0.2763 1.1138
H -4.3697 -0.9806 -1.0118
H -5.2439 0.3467 -1.8024
H -6.7511 -1.8247 -0.5066
H -8.1041 -1.1201 -2.6431
H -7.0277 0.2800 -2.5195
H -8.0184 0.8493 -0.2490
H -9.3686 -0.3381 -0.6095
H -11.0653 2.1179 -1.9330
H -9.5896 3.1176 -1.5720
H -10.2801 2.0329 -0.3851
C 2.6344 0.1394 -11.5477
O 3.4035 0.3717 -10.4549
C 3.8852 -0.8357 -9.8993
C 4.8473 -0.4271 -8.8029
N 4.2091 0.2159 -7.7279
C 5.2160 0.8898 -6.9349
C 4.5263 1.2182 -5.6587
O 4.4122 -0.0414 -4.9389
C 3.4039 -0.0334 -3.9695
H 3.2174 -0.2181 -12.4185
H 2.0334 0.9854 -11.8962
H 1.8715 -0.6285 -11.4156
H 4.4655 -1.4477 -10.6249
H 3.0611 -1.4568 -9.5062
H 5.5484 0.3448 -9.1553
H 5.5926 -1.1737 -8.5439
H 3.7260 -0.4833 -7.1673
H 5.5577 1.7452 -7.5445
H 6.1267 0.2743 -6.7718
H 3.5668 1.6348 -5.9489
H 5.0725 1.9713 -5.0513
H 2.4784 0.3957 -4.3371
H 3.6011 0.5410 -3.0470
H 3.2395 -1.0685 -3.6818
C -2.5605 3.5359 4.9270
O -2.9706 4.1385 3.7656
C -2.3829 5.4843 3.6276
C -2.9846 6.0963 2.3893
N -2.5519 5.3595 1.1985
C -3.0907 5.9246 -0.0213
C -2.7107 5.0773 -1.1478
O -3.3589 3.8377 -0.9999
C -3.1060 2.8962 -2.0238
H -1.5472 3.1963 4.8060
H -3.1799 2.7316 5.3104
H -2.4113 4.2856 5.7361
H -1.3008 5.4266 3.5176
H -2.6575 6.0302 4.5680
H -2.7645 7.1412 2.2013
H -4.0949 6.0077 2.5328
H -2.8082 4.3949 1.3010
H -2.6669 6.9400 -0.0885
H -4.2100 6.0112 -0.0226
H -1.6188 4.9845 -1.2488
H -3.0319 5.6263 -2.0630
H -3.5264 3.3081 -2.9216
H -3.4784 1.9270 -1.7537
H -2.0607 2.6943 -2.1811
C 4.4482 -2.0778 -0.4616
O 3.2141 -2.1647 0.3242
C 3.2139 -3.3319 1.1322
C 1.9953 -3.4717 2.0317
N 2.2157 -4.6499 2.8642
C 1.2418 -4.8092 3.9625
C 1.5455 -6.1538 4.7059
O 1.5823 -7.1314 3.6677
C 1.6778 -8.4421 4.2590
H 5.2274 -1.9153 0.2748
H 4.3352 -1.2021 -1.0964
H 4.6707 -2.9595 -1.0556
H 4.0696 -3.4084 1.8170
H 3.2658 -4.2332 0.5209
H 0.9979 -3.3709 1.5687
H 2.0385 -2.6419 2.7367
H 2.1063 -5.4967 2.3214
H 0.2327 -4.9055 3.5245
H 1.1546 -3.9221 4.5928
H 0.7143 -6.2941 5.4210
H 2.5062 -6.0677 5.2683
H 2.5688 -8.4797 4.9247
H 1.8900 -9.1705 3.4769
H 0.8202 -8.7464 4.8710
C 3.4602 -7.0787 -0.1739
O 2.1464 -7.1934 -0.6247
C 1.4104 -7.9601 0.3243
C -0.0278 -7.5186 0.2858
N -0.1196 -6.1299 0.5533
C -1.4624 -5.7398 0.9967
C -2.6147 -5.9366 0.0675
O -2.5223 -5.1754 -1.0942
C -2.9646 -3.8563 -0.9257
H 4.1015 -6.3952 -0.7296
H 4.0059 -8.0354 -0.2523
H 3.4644 -6.7895 0.8799
H 1.8993 -7.8079 1.2978
H 1.4493 -9.0293 0.0775
H -0.6328 -8.0130 1.0587
H -0.2920 -7.9438 -0.7022
H 0.2049 -5.4836 -0.1405
H -1.4546 -4.6837 1.3206
H -1.4977 -6.3773 1.8764
H -3.5789 -5.6839 0.6026
H -2.6677 -6.9786 -0.2956
H -2.6404 -3.2295 -1.7299
H -2.5539 -3.3196 -0.0904
H -4.0361 -3.7692 -0.8631
C -0.3037 8.1108 8.2583
O 0.5717 7.3452 7.4362
C 0.1383 7.4142 6.0854
C 1.1151 6.6116 5.2595
N 0.7865 5.2145 5.3860
C 1.6916 4.2234 4.6957
C 3.2177 4.3837 4.7663
O 3.6844 4.5131 6.1638
C 4.8471 5.3149 6.3771
H 0.2112 8.4321 9.1516
H -1.1697 7.5229 8.5837
H -0.6010 9.0623 7.8722
H 0.1258 8.4789 5.7972
H -0.8857 7.0139 5.9655
H 2.1097 6.9004 5.6307
H 1.1403 6.9133 4.2197
H 0.7957 4.9558 6.3505
H 1.4530 4.1636 3.6273
H 1.4713 3.1876 4.9388
H 3.4914 5.3257 4.2299
H 3.6411 3.4872 4.2296
H 4.7226 6.4077 6.3655
H 5.6226 5.0713 5.6535
H 5.2829 5.1315 7.3786
C 0.3531 -0.7824 4.5396
O -0.5127 -1.2023 5.5863
C -1.8816 -1.0161 5.1031
C -3.0169 -1.6477 6.0377
N -2.9784 -3.0647 6.0759
C -3.4373 -3.7910 4.9606
C -3.5061 -5.2811 5.2634
O -3.8459 -6.0862 4.2000
C -5.2778 -6.2512 4.0814
H 0.3423 0.3056 4.4864
H 0.0501 -1.1838 3.5740
H 1.4099 -1.0741 4.7708
H -2.0021 -1.4448 4.0953
H -2.0332 0.0750 5.0306
H -3.9385 -1.2479 5.5778
H -2.9257 -1.2159 7.0422
H -3.4314 -3.4284 6.9202
H -2.6696 -3.7573 4.1364
H -4.3255 -3.3125 4.5410
H -4.2330 -5.4580 6.0856
H -2.5243 -5.6400 5.6353
H -5.3765 -6.7512 3.1232
H -5.7105 -5.2510 4.1330
H -5.7822 -6.8134 4.8684
C 1.6011 4.3081 -1.4291
O 2.7066 4.8295 -2.0337
C 3.3261 3.8937 -2.9392
C 4.3450 4.6226 -3.7486
N 5.3294 5.1875 -2.9291
C 6.2238 6.0280 -3.7028
C 7.1704 6.7578 -2.8350
O 6.4439 7.8778 -2.3026
C 6.5657 9.0535 -3.0950
H 0.8401 3.8928 -2.1035
H 1.0522 4.9303 -0.7413
H 1.9589 3.4391 -0.7975
H 2.5947 3.4154 -3.6232
H 3.8194 3.1833 -2.2384
H 3.8092 5.3387 -4.3731
H 4.8677 3.9906 -4.4674
H 4.8500 5.7402 -2.2184
H 5.6250 6.7231 -4.3480
H 6.7712 5.4535 -4.4412
H 8.0588 7.1142 -3.3321
H 7.5132 6.0782 -2.0362
H 7.5741 9.1766 -3.4971
H 6.3074 9.9219 -2.4857
H 5.8618 8.8990 -3.9191
C -0.8714 -0.6083 0.1592
C -0.0713 0.6145 -0.1529
C 0.7827 1.0468 1.0753
O -0.0903 1.4489 2.1495
C -0.6823 2.6905 1.9074
N 0.8323 0.2855 -1.2991
H -0.2037 -1.4843 0.1599
H -1.5179 -0.9161 -0.6965
H -1.5426 -0.5759 0.9904
H -0.7308 1.3462 -0.6126
H 1.4304 1.8621 0.7067
H 1.3976 0.1948 1.4188
H -0.7801 3.2062 2.8414
H -1.6321 2.5621 1.3528
H -0.0337 3.2349 1.2039
H 1.2300 1.1344 -1.7159
H 1.5077 -0.4287 -1.1045
C -0.9097 -6.5184 -5.1237
C 0.2810 -6.4796 -4.1305
C 0.1994 -5.2830 -3.2423
O 0.6235 -4.1282 -3.9474
C 0.5356 -2.9983 -3.1416
N 0.2270 -7.6823 -3.2953
H -0.9558 -5.5743 -5.6807
H -1.8686 -6.6468 -4.6553
H -0.8516 -7.3095 -5.8839
H 1.2254 -6.5469 -4.6621
H 0.8381 -5.4917 -2.3836
H -0.8699 -5.1917 -2.9151
H 0.6916 -2.0180 -3.6536
H 1.2855 -2.9642 -2.3205
H -0.4642 -2.9353 -2.6523
H -0.0211 -8.5689 -3.7006
H 1.0454 -7.7796 -2.7240
```

Results
Charge = 0
ΔE to the lowest compared entry with this formula, charge and spin = 0.000 eV
SMILES string = COC[C@H](C)N.COC[C@H](C)N.COCCNCCOC.COCCNCCOC.COCCNCCOC.COCCNCCOC.COCCNCCOC.COCCNCCOC.COCCNCCOC.COCCNCCOC.NC(N)=O
HOMO = -8.323 eV
Strongest force on any atom = 3.21 eV/Å
Frontier orbital gap = 8.856 eV
Multiplicity = 1

***

C26H34As2N3NiO7SeSi | the ωB97M-V functional and the def2-TZVPD basis

```
75
Properties=species:S:1:pos:R:3
Ni 1.2332 0.3497 0.4888
C 1.2679 4.0265 0.7430
As 0.6965 2.5007 -0.3139
C 2.1350 2.5444 -1.6491
C -0.7526 3.3957 -1.3167
C -0.4214 4.3998 -2.2298
C -1.3921 5.0529 -2.9752
C -2.7247 4.7030 -2.8178
C -3.0733 3.7336 -1.8886
C -2.1086 3.0765 -1.1232
As -2.6372 1.8037 0.2880
C -4.5683 1.7469 -0.0247
C -2.6854 3.1524 1.7235
H 1.5525 4.8425 0.0785
H 2.1187 3.6966 1.3346
H 0.4672 4.3583 1.4033
H 1.9581 3.2254 -2.4783
H 2.2754 1.5379 -2.0361
H 3.0385 2.8292 -1.1137
H 0.6119 4.6969 -2.3510
H -1.1071 5.8293 -3.6749
H -3.4915 5.1844 -3.4126
H -4.1176 3.4740 -1.7736
H -5.0253 2.7363 0.0243
H -5.0000 1.1153 0.7519
H -4.7827 1.2845 -0.9885
H -3.2082 4.0502 1.3912
H -1.6659 3.4107 2.0081
H -3.1912 2.7296 2.5917
C -2.3406 -1.3705 -0.2354
C -3.6350 -1.9236 -0.2641
C -4.3738 -2.0298 -1.4685
C -5.6330 -2.5962 -1.4851
C -6.2104 -3.0710 -0.3060
C -5.5102 -2.9550 0.8954
C -4.2515 -2.3897 0.9235
H -1.8481 -1.0690 -1.1514
H -1.7556 -1.3616 0.6716
H -3.9261 -1.6629 -2.3861
H -6.1767 -2.6728 -2.4196
H -7.1891 -3.5338 -0.3252
H -5.9562 -3.3160 1.8144
H -3.7006 -2.3148 1.8559
O 2.4317 -7.0738 -0.6066
N 1.6746 -6.7975 0.3080
O 1.1951 -7.6180 1.0682
C 1.3309 -5.3937 0.5076
C 0.4760 -5.0286 1.5348
C 0.1911 -3.7090 1.7519
C 0.8015 -2.6264 1.0025
O 0.6200 -1.4285 1.2591
C 1.5933 -3.1217 -0.1130
C 1.8493 -4.4432 -0.3462
N 2.0790 -2.1981 -1.1391
O 2.4060 -1.0690 -0.8084
O 2.1375 -2.6072 -2.2834
N -0.7936 -3.4277 2.8150
O -1.5148 -4.3507 3.1639
O -0.8889 -2.2972 3.2384
H 0.0281 -5.7837 2.1622
H 2.4632 -4.7404 -1.1841
C 5.9547 -0.7743 1.5543
Si 5.1370 0.7876 0.9272
C 6.2024 2.2135 1.5117
C 5.2291 0.7543 -0.9430
Se 3.1190 1.0464 1.8474
H 7.0355 -0.7506 1.3630
H 5.5398 -1.6631 1.0663
H 5.7907 -0.8729 2.6304
H 7.2492 2.0964 1.1975
H 6.1728 2.2653 2.6045
H 5.8257 3.1638 1.1209
H 6.1040 0.1738 -1.2608
H 5.3242 1.7641 -1.3537
H 4.3407 0.2902 -1.3755
```

Results
Charge = -1
ΔE to the lowest compared entry with this formula, charge and spin = 1.663 eV
HOMO (alpha / beta) = -4.568 / -4.479 eV
Expectation value of S² = 2.047
Strongest force on any atom = 0.59 eV/Å
Frontier orbital gap (alpha / beta) = 6.237 / 6.082 eV
Multiplicity = 3

***

C3H3P | the ωB97M-V functional and the def2-TZVPD basis

```
7
Properties=species:S:1:pos:R:3
C 2.3392 -1.0964 -0.2041
C 1.6672 0.0623 -0.1470
C -0.9608 0.1395 0.0691
P 0.5747 1.1915 0.4432
H -0.5506 -0.7792 0.1971
H -1.1879 0.1457 -0.9995
H -1.8819 0.3366 0.6411
```

Results
Charge = 0
ΔE to the lowest compared entry with this formula, charge and spin = 2.076 eV
HOMO = -9.607 eV
Strongest force on any atom = 4.02 eV/Å
Frontier orbital gap = 7.394 eV
Multiplicity = 1

***

C20H20N2O3PtS2 | the ωB97M-V functional and the def2-TZVPD basis

```
48
Properties=species:S:1:pos:R:3
Pt 0.8554 -1.4926 -0.7093
N -1.7174 -4.9855 -1.0912
C -0.7344 -4.0651 -1.1153
O -0.9617 -2.9403 -1.5365
C 0.6179 -4.4964 -0.6017
C 1.6836 -3.4704 -0.9800
H -2.6384 -4.7123 -1.3955
H -1.5819 -5.8986 -0.6966
H 0.8484 -5.4972 -0.9857
H 0.5413 -4.5658 0.4875
H 1.9454 -3.5415 -2.0397
H 2.5816 -3.6250 -0.3817
O 2.5040 0.0011 -0.0713
N 2.8444 0.0557 1.1835
C 4.0071 0.6650 1.4834
C 4.4211 0.8536 2.7753
C 3.6076 0.4026 3.8120
C 2.4505 -0.2673 3.4997
C 2.0658 -0.4822 2.1697
S 0.6771 -1.4174 1.8182
H 4.5679 0.9998 0.6252
H 5.3585 1.3437 2.9690
H 3.8880 0.5614 4.8391
H 1.8056 -0.6641 4.2668
O 0.2164 0.2491 -2.4432
S 0.2653 1.0902 -1.2296
C -0.5577 2.6694 -1.6423
C -0.1190 3.7727 -0.9299
C -0.6851 5.0122 -1.1616
C -1.6828 5.1398 -2.1145
C -2.1122 4.0343 -2.8324
C -1.5482 2.7919 -2.5977
C -1.1661 0.5513 -0.2431
C -2.0357 -0.3754 -0.7972
C -3.1391 -0.7914 -0.0721
C -3.3805 -0.2651 1.1842
C -2.5026 0.6555 1.7346
C -1.3837 1.0575 1.0284
H 0.6722 3.6477 -0.2059
H -0.3433 5.8775 -0.6131
H -2.1189 6.1082 -2.3048
H -2.8856 4.1501 -3.5785
H -1.8615 1.9214 -3.1548
H -1.8341 -0.7670 -1.7846
H -3.8133 -1.5242 -0.4932
H -4.2526 -0.5723 1.7404
H -2.6920 1.0590 2.7175
H -0.6773 1.7466 1.4685
```

Results
Charge = 0
ΔE to the lowest compared entry with this formula, charge and spin = 0.514 eV
HOMO (alpha / beta) = -6.368 / -7.251 eV
Expectation value of S² = 2.006
Strongest force on any atom = 2.69 eV/Å
Frontier orbital gap (alpha / beta) = 6.953 / 7.323 eV
Multiplicity = 3

***

H18O9 | the ωB97M-V functional and the def2-TZVPD basis

```
27
Properties=species:S:1:pos:R:3
O -3.0319 -1.2225 1.0168
H -2.9089 -1.4501 0.0952
H -3.5000 -1.9703 1.3882
O 3.1294 1.2661 -1.4223
H 2.1916 1.1353 -1.5623
H 3.5164 1.1803 -2.2936
O -1.2952 2.3692 0.4168
H -2.1378 2.8125 0.3181
H -1.0203 2.5728 1.3108
O -2.0234 -3.2815 -0.5846
H -1.3890 -3.6501 0.0301
H -1.5675 -2.5412 -0.9849
O 0.5342 2.3578 -2.1714
H -0.3645 2.1283 -1.9348
H 0.6354 3.2636 -1.8791
O 0.4060 -0.0838 0.6380
H -0.1883 -0.6835 0.1871
H 0.0859 0.7887 0.4088
O 1.2185 -2.3136 2.7068
H 1.2547 -1.9048 1.8420
H 2.1162 -2.2612 3.0347
O 2.4814 1.4298 2.0203
H 2.3784 0.9934 1.1746
H 1.5880 1.6388 2.2930
O -0.7016 -1.0173 -1.6595
H -1.2718 -0.3223 -1.9882
H -0.1361 -1.2344 -2.4006
```

Results
Charge = -1
ΔE to the lowest compared entry with this formula, charge and spin = 0.652 eV
HOMO (alpha / beta) = 0.044 / -7.717 eV
Expectation value of S² = 0.750
Strongest force on any atom = 1.21 eV/Å
Frontier orbital gap (alpha / beta) = 3.119 / 10.845 eV
Multiplicity = 2

***

CH2ClN3S | the ωB97M-V functional and the def2-TZVPD basis

```
8
Properties=species:S:1:pos:R:3
C 3.8735 -0.2827 -0.0120
N 1.4969 -0.1132 1.8957
N -0.0900 -0.0668 0.2476
N 1.1630 -0.0311 0.7992
S 2.5320 -0.3214 -0.8696
Cl 5.4149 -0.6193 -0.6457
H 0.0476 0.3948 -0.6398
H -0.8087 0.2980 0.8275
```

Results
Charge = 0
ΔE to the lowest compared entry with this formula, charge and spin = 2.492 eV
HOMO (alpha / beta) = -7.970 / -7.972 eV
Strongest force on any atom = 2.32 eV/Å
Frontier orbital gap (alpha / beta) = 7.377 / 7.375 eV
Multiplicity = 1